The following is a quantum chemistry calculation of a structure of composition C48H118ClN7O11 at a distorted geometry, from the Open Molecules 2025 dataset.

Atoms and positions in Å:
C: 4.232 -4.233 9.554
O: 3.130 -3.799 10.381
C: 3.013 -4.512 11.583
C: 2.087 -3.729 12.569
N: 1.717 -4.617 13.726
H: 0.719 -4.774 13.660
H: 2.092 -5.554 13.598
C: 1.896 -4.145 15.145
C: 0.808 -3.059 15.465
O: -0.430 -3.479 14.787
C: -1.631 -3.028 15.451
H: 4.493 -3.427 8.826
H: 3.939 -5.106 9.014
H: 5.173 -4.403 10.184
H: 3.977 -4.708 12.148
H: 2.550 -5.506 11.485
H: 1.101 -3.360 12.214
H: 2.544 -2.874 13.105
H: 2.921 -3.713 15.333
H: 1.659 -5.078 15.713
H: 1.104 -2.061 15.219
H: 0.681 -3.047 16.545
H: -2.374 -3.395 14.772
H: -1.654 -1.934 15.431
H: -1.723 -3.556 16.402
C: -5.380 -3.192 2.484
O: -4.117 -2.447 2.284
C: -3.236 -2.631 3.350
C: -2.068 -1.595 3.013
N: -2.807 -0.251 2.840
H: -3.789 -0.511 2.565
H: -2.793 0.231 3.764
C: -2.251 0.718 1.820
C: -0.814 1.109 2.162
O: -0.955 1.628 3.485
C: 0.017 2.514 3.919
H: -5.990 -2.672 3.198
H: -5.292 -4.289 2.769
H: -5.745 -3.090 1.426
H: -2.862 -3.719 3.328
H: -3.693 -2.379 4.345
H: -1.537 -1.824 2.078
H: -1.363 -1.499 3.899
H: -2.851 1.629 1.758
H: -2.246 0.247 0.849
H: -0.512 1.848 1.441
H: -0.025 0.382 2.111
H: 0.984 2.004 4.103
H: -0.259 2.975 4.825
H: 0.154 3.258 3.136
C: -16.865 5.879 1.462
O: -15.839 6.391 0.106
C: -15.402 7.585 -0.210
C: -14.219 7.878 -1.118
N: -12.964 7.347 -0.283
H: -13.319 7.565 0.652
H: -12.901 6.365 -0.158
C: -11.911 8.290 -0.411
C: -10.867 8.211 0.746
O: -10.219 9.473 1.020
C: -9.247 9.801 1.553
H: -16.236 4.870 1.881
H: -17.851 5.697 1.048
H: -16.792 6.864 1.988
H: -15.605 8.476 0.180
H: -11.441 -2.371 -1.320
H: -14.106 8.951 -1.029
H: -14.375 7.685 -2.175
H: -12.147 9.380 -0.589
H: -11.478 7.876 -1.323
H: -10.082 7.529 0.369
H: -11.137 7.997 1.787
H: -10.563 -13.839 -0.958
H: -8.902 10.847 1.750
H: -8.332 9.081 1.747
C: 3.505 -6.390 -3.122
O: 4.134 -6.217 -4.417
C: 4.281 -7.384 -5.209
C: 5.043 -6.993 -6.454
N: 6.384 -6.260 -6.218
H: 6.969 -6.274 -7.043
H: 6.163 -5.241 -5.973
C: 7.308 -6.892 -5.132
C: 8.723 -6.991 -5.675
O: 8.558 -7.246 -7.149
C: 9.576 -7.717 -8.034
H: 3.211 -5.439 -2.750
H: 4.155 -6.867 -2.343
H: 2.602 -6.968 -3.290
H: 3.301 -7.877 -5.531
H: 4.846 -8.138 -4.609
H: 4.456 -6.210 -6.951
H: 5.246 -7.769 -7.181
H: 6.868 -7.857 -4.923
H: 7.263 -6.340 -4.157
H: 9.313 -7.798 -5.213
H: 9.311 -6.098 -5.543
H: 9.240 -7.213 -8.925
H: 9.533 -8.748 -8.047
H: 10.619 -7.410 -7.752
C: 2.290 11.358 -3.937
O: 2.570 10.136 -4.742
C: 1.738 8.998 -4.561
C: 1.630 8.175 -5.898
N: 2.960 7.713 -6.576
H: 3.646 8.485 -6.608
H: 3.351 7.071 -5.889
C: 2.908 6.848 -7.810
C: 2.053 7.116 -9.058
O: 2.640 8.166 -9.902
C: 2.182 8.519 -11.108
H: 1.263 11.500 -3.630
H: 2.803 12.176 -4.421
H: 2.873 11.213 -3.009
H: 0.679 9.300 -4.286
H: 2.223 8.403 -3.763
H: 0.985 8.623 -6.656
H: 1.056 7.245 -5.672
H: 2.595 5.830 -7.601
H: 3.915 6.768 -8.102
H: 1.063 7.403 -8.791
H: 1.812 6.246 -9.674
H: 2.149 9.688 -11.324
H: 1.345 8.009 -11.585
H: 3.114 8.869 -11.799
C: -2.701 -3.334 -6.609
C: -1.728 -2.415 -5.782
C: -2.548 -1.428 -4.977
C: -3.748 -1.988 -4.183
C: -3.346 -3.060 -3.147
C: -1.928 -3.826 -3.412
N: -1.212 -3.345 -4.655
O: -0.204 -3.959 -4.928
C: -2.177 -5.231 -3.391
C: -0.780 -3.714 -2.233
C: -0.611 -1.797 -6.600
H: -2.100 -3.888 -7.285
H: -3.217 -2.523 -7.154
H: -3.467 -3.965 -6.121
H: -2.722 -0.577 -5.623
H: -1.786 -1.223 -4.148
H: -4.531 -2.371 -4.875
H: -4.384 -1.212 -3.728
H: -4.128 -3.788 -3.134
H: -3.296 -2.682 -2.120
H: -2.740 -5.364 -2.436
H: -1.266 -5.843 -3.364
H: -2.707 -5.451 -4.282
H: 0.205 -3.887 -2.722
H: -1.343 -4.419 -1.608
H: 11.497 -2.958 -5.172
H: 0.044 -1.158 -6.019
H: -0.955 -1.182 -7.412
H: -0.100 -2.565 -7.135
C: 4.863 -3.866 0.351
C: 6.039 -2.998 0.740
C: 5.443 -1.735 1.409
C: 6.508 -0.693 1.755
N: 5.931 0.684 1.966
C: 5.407 1.242 0.741
C: 5.512 2.754 0.872
C: 6.873 2.866 1.587
C: 7.059 1.614 2.456
C: 4.836 0.668 2.954
H: 4.471 -4.344 1.265
H: 5.071 -4.686 -0.351
H: 4.114 -3.215 -0.198
H: 6.484 -2.784 -0.239
H: 6.708 -3.537 1.455
H: 4.781 -2.016 2.260
H: 4.661 -1.295 0.780
H: 7.292 -0.644 0.952
H: 6.990 -0.967 2.699
H: 4.336 0.974 0.755
H: 5.908 0.859 -0.178
H: 4.650 3.123 1.467
H: 5.446 3.286 -0.095
H: 6.939 3.751 2.196
H: 7.658 2.805 0.825
H: 6.955 1.849 3.517
H: 8.039 1.220 2.332
H: 4.529 1.676 3.161
H: 5.138 0.173 3.881
H: 4.045 0.140 2.445
Cl: -0.953 -2.444 -1.439

Atoms 1-6, force components in eV/Å:
1.19 1.10 0.95
0.63 -0.20 0.36
-0.21 0.36 1.37
-0.11 0.98 0.80
-0.09 -0.53 -0.23
-0.76 0.08 0.14

For the max |F|, the calculation gives 12.33 eV/Å. The charge is +6. The gap between HOMO and LUMO comes out at 0.91 eV. The calculation puts the LUMO energy at -0.391 Eh.